[1]
91
Properties=species:S:1:pos:R:3:forces:R:3:mulliken_charge:R:1 method="wB97M-V/def2-TZVPD" charge=+1 e_homo_ev=-9.823 orbital_gap_ha=0.287
Sn 0.5203 0.6229 0.1971 -0.06 -0.84 -0.03 2.190
C -2.0552 -0.4716 2.9623 0.11 0.02 -0.10 -1.120
C -0.6426 -1.0317 3.2056 -0.03 0.02 -0.08 -1.027
N 0.5085 -0.3135 2.6192 -0.31 0.21 -0.03 0.176
C 1.7552 -0.9632 3.0675 0.12 0.00 -0.14 -1.226
C 2.9733 -0.5643 2.2389 -0.27 -0.02 0.04 -1.019
N 2.6791 -0.5227 0.8058 0.23 0.16 -0.20 -0.303
C 3.0888 -1.6283 -0.0733 -0.30 -0.11 0.03 -0.888
C 2.3592 -2.9717 0.0603 -0.08 0.11 0.04 -1.053
C 0.8745 -3.0133 0.4232 0.05 0.12 0.01 -0.480
N -0.0176 -2.0442 -0.2381 -0.05 -0.07 -0.01 0.193
C -1.4162 -2.3391 0.1338 0.00 0.09 -0.02 -0.711
C -2.3713 -1.1821 -0.1278 0.15 -0.10 0.10 -1.001
N -1.9051 0.0896 0.4441 -0.09 -0.08 0.32 0.359
C -2.3551 0.4726 1.7998 0.14 -0.08 0.01 -0.706
H -2.3557 0.0967 3.8440 -0.07 -0.04 0.03 0.450
H -2.7284 -1.3310 2.9167 -0.02 0.01 0.04 0.303
H -0.5898 -2.0490 2.8256 0.03 -0.03 0.04 0.473
H -0.5129 -1.1145 4.2893 0.08 -0.02 0.02 0.561
H 0.5086 0.6499 2.9515 0.04 -0.01 0.06 0.113
H 1.6099 -2.0409 3.0085 -0.03 -0.01 0.06 0.611
H 1.9649 -0.7242 4.1141 -0.07 -0.06 0.05 0.542
H 3.7933 -1.2489 2.4716 0.08 0.03 0.00 0.451
H 3.2806 0.4406 2.5342 0.06 0.02 -0.02 0.271
H 3.1487 0.3010 0.4439 0.03 0.09 0.03 0.371
H 4.1597 -1.8249 0.0320 0.05 0.03 -0.04 0.451
H 2.9328 -1.2522 -1.0871 0.03 0.02 -0.03 0.260
H 2.8552 -3.5842 0.8166 0.03 -0.04 -0.02 0.383
H 2.5132 -3.4883 -0.8906 0.03 -0.04 0.04 0.378
H 0.7643 -2.8362 1.4923 -0.03 -0.06 -0.09 0.013
H 0.5321 -4.0394 0.2394 -0.03 0.00 0.05 0.503
H 0.0692 -2.1419 -1.2483 0.05 0.06 0.04 -0.050
H -1.4296 -2.5830 1.1949 0.01 -0.04 -0.04 0.335
H -1.7926 -3.2237 -0.3937 0.01 -0.01 0.04 0.457
H -3.3590 -1.4613 0.2560 -0.03 0.05 -0.03 0.377
H -2.4612 -1.0365 -1.2054 -0.05 0.05 0.01 0.307
H -2.2395 0.8349 -0.1579 0.13 0.08 -0.17 0.079
H -3.4374 0.6294 1.8055 -0.05 0.05 -0.02 0.588
H -1.8859 1.4395 1.9962 -0.04 0.06 -0.01 0.237
C -1.6006 5.5204 -0.3867 0.11 -0.15 0.11 -1.333
Sb -1.1241 3.5139 -0.9806 -0.48 0.31 -0.32 0.384
C -2.8000 3.4546 -2.3523 0.04 -0.06 0.04 -1.259
C 0.4583 4.0165 -2.4002 -0.01 -0.13 0.01 -1.207
C -0.0225 4.1946 -3.8048 -0.09 0.11 0.08 0.679
C -0.5631 5.4314 -4.1722 0.02 -0.08 -0.03 -0.546
C -1.1168 5.6433 -5.4240 0.00 -0.01 0.05 -0.696
C -1.1356 4.6060 -6.3467 -0.01 -0.01 0.02 -0.675
C -0.5748 3.3853 -6.0084 -0.01 -0.01 0.01 -0.755
C -0.0070 3.1587 -4.7523 0.01 -0.05 -0.01 0.704
C 0.6177 1.8214 -4.4696 -0.11 0.12 0.22 -1.563
Sb -0.6479 0.4649 -3.3408 -0.03 -0.01 -0.37 0.445
C -2.0672 0.1627 -4.9277 0.03 -0.01 0.05 -1.352
C 0.5367 -1.2647 -3.8539 -0.01 -0.01 0.12 -1.518
H -2.0823 6.0268 -1.2217 0.05 0.03 0.00 0.350
H -0.6778 6.0216 -0.1038 -0.02 0.05 0.02 0.390
H -2.2764 5.5100 0.4689 0.03 -0.01 -0.05 0.409
H -2.8188 4.3614 -2.9591 0.04 -0.06 0.04 0.440
H -3.7191 3.4025 -1.7618 0.07 0.01 -0.03 0.479
H -2.7700 2.5909 -3.0175 0.00 0.03 0.03 0.163
H 1.2173 3.2415 -2.2898 0.02 0.08 -0.03 0.281
H 0.8640 4.9401 -1.9874 0.05 -0.02 -0.04 0.767
H -0.5425 6.2412 -3.4502 -0.02 -0.02 -0.01 0.391
H -1.5332 6.6113 -5.6769 0.04 -0.05 0.01 0.411
H -1.5723 4.7521 -7.3268 0.03 -0.01 0.02 0.407
H -0.5620 2.5851 -6.7415 0.01 0.02 0.02 0.348
H 1.5471 1.9193 -3.9053 0.00 -0.02 -0.07 0.641
H 0.8306 1.2944 -5.3991 0.03 0.00 -0.01 0.721
H -1.5315 0.0495 -5.8715 -0.03 0.00 0.05 0.379
H -2.7518 1.0076 -5.0021 0.05 -0.02 0.02 0.408
H -2.6411 -0.7439 -4.7295 0.01 0.05 -0.02 0.436
H 0.7285 -1.2625 -4.9274 0.01 -0.01 0.05 0.532
H 0.0098 -2.1871 -3.5966 0.03 0.04 -0.04 0.444
H 1.4912 -1.2388 -3.3227 -0.03 -0.02 -0.04 0.358
C 5.7718 3.6815 5.8426 -0.04 0.05 -0.03 -1.473
C 4.7578 3.5797 4.7351 -0.01 -0.05 0.06 0.917
C 3.4259 3.2821 5.0153 0.07 0.02 0.03 -0.885
C 2.4875 3.1803 3.9997 -0.02 0.06 -0.16 -0.299
C 2.8889 3.3821 2.6855 0.07 -0.18 0.18 -0.292
C 4.2116 3.6910 2.3819 -0.20 0.03 -0.08 -0.497
C 5.1333 3.7895 3.4075 0.02 0.01 0.03 -0.863
S 1.7504 3.1620 1.3622 -0.02 0.21 -0.21 1.488
O 1.3657 4.4409 0.8292 -0.01 -0.03 0.13 -0.625
O 0.6047 2.3811 1.9273 0.15 -0.01 -0.06 -0.548
O 2.4285 2.2916 0.3775 0.17 0.21 0.18 -0.695
H 5.4460 3.1338 6.7266 0.02 0.02 -0.02 0.372
H 5.9171 4.7252 6.1321 0.00 -0.04 -0.01 0.301
H 6.7397 3.2909 5.5275 -0.02 0.01 0.01 0.383
H 3.1235 3.1258 6.0448 -0.01 0.00 -0.04 0.379
H 1.4491 2.9555 4.2126 0.07 -0.01 0.03 0.532
H 4.4975 3.8442 1.3474 0.06 -0.02 0.08 0.501
H 6.1657 4.0274 3.1787 -0.02 -0.01 0.00 0.393

***

[2]
22
Properties=species:S:1:pos:R:3:forces:R:3:mulliken_charge:R:1 method="wB97M-V/def2-TZVPD" charge=0 e_homo_ev=-8.829 orbital_gap_ha=0.361
C -0.0105 -2.1613 1.2897 -0.03 0.46 1.16 -0.299
N -1.0511 -1.3883 1.3886 1.58 -1.20 -1.17 -0.751
N -1.0116 -0.1695 0.7620 2.13 0.75 1.20 0.254
C 0.1782 0.5102 0.2787 -0.07 -0.66 -1.52 0.305
N 1.1841 0.9510 0.9102 -1.10 -0.44 1.96 -0.433
C 1.2407 0.7293 2.3942 1.77 -0.67 -0.22 -0.860
C 0.1779 0.6573 -1.2573 -1.26 -0.83 -0.24 0.385
C -1.0124 1.5012 -1.6632 -1.05 2.85 0.22 -1.524
C 0.0672 -0.7751 -1.9701 -0.54 0.71 -0.50 -1.149
H 1.0336 -1.8431 0.8689 -2.06 -0.65 0.62 0.189
H -0.1736 -3.1449 1.8248 0.65 1.20 -0.82 0.316
H -1.8555 0.0160 0.2963 -0.97 0.36 -0.48 0.347
H 1.7647 1.5419 2.9320 -0.85 0.29 -0.61 0.344
H 2.0842 -0.0060 2.4772 -0.95 -0.10 0.10 0.324
H 0.3613 0.3683 2.9800 0.43 0.36 -0.90 0.299
H 1.0554 1.1939 -1.5919 0.42 -0.16 0.22 0.282
H -2.0006 1.0955 -1.4765 -0.11 -0.43 0.35 0.316
H -1.0485 1.7160 -2.7065 0.33 -0.41 -1.19 0.444
H -1.0869 2.6169 -1.3118 0.61 -2.08 0.24 0.301
H -0.1702 -0.7364 -3.1158 0.53 0.25 2.16 0.356
H -0.7450 -1.3819 -1.4903 0.69 0.54 -0.41 0.246
H 1.0185 -1.2908 -1.8193 -0.15 -0.12 -0.17 0.307

***

[3]
136
Properties=species:S:1:pos:R:3:forces:R:3:mulliken_charge:R:1 method="wB97M-V/def2-TZVPD" charge=0 e_homo_ev=-9.503 orbital_gap_ha=0.335
Cs 15.2671 15.9323 12.1880 -0.54 0.21 -0.05 0.498
C 16.2651 13.9608 15.3590 0.76 0.17 0.41 0.428
F 15.9849 13.0558 14.4087 -0.20 0.86 0.17 -0.147
F 15.2685 14.8814 15.4980 1.01 -0.90 -0.73 -0.170
F 16.3451 13.2970 16.5160 0.21 0.47 -0.42 -0.224
S 18.0333 14.8248 14.9793 1.00 0.06 0.61 0.969
O 18.0386 16.1054 15.6425 -1.09 -0.31 -0.75 -0.659
O 19.1026 13.9504 15.4677 -2.29 0.41 -1.40 -0.592
N 17.8973 15.0216 13.2561 -2.89 0.59 4.03 -0.151
S 19.2538 14.7331 12.6769 5.62 -0.38 -1.16 0.725
O 20.3579 15.5735 13.2065 -2.05 -1.08 -1.43 -0.672
O 19.5163 13.3121 12.6225 0.07 0.53 -0.89 -0.586
C 19.0016 15.2960 10.8162 -0.09 -0.70 0.66 0.416
F 19.9602 14.7136 10.0498 -1.13 0.90 0.73 -0.230
F 17.7704 14.8541 10.3715 1.05 0.46 0.16 0.070
F 19.0222 16.6363 10.6593 0.23 -1.07 0.04 -0.171
C 15.4038 9.1416 13.8240 -0.36 0.73 0.13 -1.372
C 14.4312 10.0518 13.0661 0.98 0.23 -0.02 0.217
C 13.0189 9.9501 13.5669 -0.44 0.95 -0.11 0.288
C 12.4557 8.6276 13.4707 -1.24 -3.00 0.02 0.070
N 12.0173 7.5450 13.4183 0.96 2.34 0.10 -0.527
H 16.4035 9.3216 13.4286 0.06 -0.59 0.02 0.369
H 15.0823 8.1012 13.8707 0.30 -0.06 -0.49 0.401
H 15.4186 9.4728 14.8624 0.09 0.07 0.16 0.331
H 14.5010 9.9569 11.9825 -0.20 -0.51 -0.04 0.177
H 14.7545 11.0791 13.2338 -0.02 0.17 0.11 -0.037
H 12.3804 10.6393 13.0142 -0.14 -0.02 -0.17 0.031
H 12.9757 10.3102 14.5947 -0.01 -0.27 0.22 0.047
C 10.3690 17.3680 11.7320 -0.24 0.00 -0.19 -0.513
C 8.9369 17.2311 12.2051 0.58 -0.13 0.78 -0.544
C 7.8894 17.6304 11.1831 -0.27 0.29 0.71 -0.632
C 7.7412 16.6997 10.0417 -0.45 -1.09 -1.48 0.300
N 7.6068 15.9450 9.1551 0.46 1.81 2.13 -0.485
H 10.4855 16.7965 10.8112 0.38 -0.03 -0.03 0.051
H 11.1077 17.0587 12.4714 -0.06 -0.18 -0.07 0.126
H 10.5683 18.4202 11.5290 0.11 0.01 -0.20 0.287
H 8.8148 17.8811 13.0715 -0.19 0.25 0.02 0.359
H 8.7072 16.2472 12.6140 0.10 -0.30 -0.30 0.350
H 8.0517 18.6725 10.9078 0.28 -0.15 -0.74 0.324
H 6.9973 17.7349 11.8006 -0.64 -0.55 -0.61 0.364
C 16.4993 16.2732 7.4724 0.21 0.26 0.14 -0.784
C 17.7712 17.1082 7.5306 -0.58 -1.66 -0.48 -0.392
C 17.5571 18.4789 8.1170 1.11 0.14 0.69 -0.491
C 17.0460 18.4329 9.4730 -1.76 -0.16 3.53 0.148
N 16.6347 18.4168 10.5758 1.14 0.03 -3.12 -0.278
H 15.7657 16.8819 6.9438 -0.39 -0.51 -0.13 0.166
H 16.1465 16.0257 8.4735 -0.18 0.17 0.01 0.073
H 16.7254 15.3208 6.9929 -0.31 0.10 -0.28 0.414
H 18.1634 17.1408 6.5141 0.18 0.48 0.07 0.417
H 18.4587 16.4838 8.1012 0.43 0.60 0.19 0.071
H 16.9304 19.1738 7.5579 0.16 -0.16 -0.31 0.354
H 18.5596 18.8746 8.2796 0.05 0.66 -0.41 0.283
C 11.4195 19.6015 16.8161 -0.35 0.40 0.25 -1.229
C 11.5942 20.3204 15.4459 0.74 -1.69 0.33 -0.206
C 13.0836 20.2823 14.9295 -0.48 -0.05 0.96 0.122
C 13.6334 18.9198 14.8291 0.16 -2.05 -0.60 0.046
N 14.0107 17.8192 14.7282 -0.78 2.12 0.22 -0.285
H 11.8401 20.1341 17.6690 0.15 0.21 -0.13 0.341
H 11.7845 18.5777 16.8975 0.49 0.05 -0.60 0.265
H 10.3622 19.4665 17.0441 -0.20 0.35 -0.10 0.394
H 11.2018 21.3372 15.4585 0.22 -0.04 0.09 0.391
H 10.9734 19.7200 14.7809 0.02 0.27 -0.46 0.006
H 13.7226 20.7530 15.6768 0.04 0.33 -0.06 0.366
H 13.2319 20.8167 13.9912 -0.04 -0.17 0.00 -0.134
C 9.3412 12.9839 10.7632 0.20 -0.72 0.61 -1.227
C 10.2883 13.1316 9.5492 -0.04 0.26 0.77 0.023
C 11.6628 12.4338 9.8216 -0.28 1.29 -0.21 0.916
C 11.5517 11.0072 9.9007 -0.07 -0.13 0.17 0.003
N 11.4536 9.8735 10.0029 -0.04 -0.80 0.02 -0.549
H 9.0372 11.9468 10.9044 -0.14 -0.15 -0.28 0.398
H 8.4397 13.5892 10.8593 0.02 0.15 -0.94 0.396
H 9.8400 13.1952 11.7090 0.61 0.20 -0.05 0.143
H 10.4312 14.1999 9.3866 0.36 0.05 -0.05 -0.223
H 9.8499 12.7514 8.6266 -0.09 -0.17 0.12 0.419
H 12.1136 12.7999 10.7441 -0.22 0.06 0.28 -0.416
H 12.4311 12.6795 9.0885 -0.26 0.00 -0.34 0.100
C 12.2550 21.7219 9.5205 -0.57 0.04 -0.23 -1.193
C 13.7767 21.6170 9.5041 -0.49 -0.26 0.30 -0.248
C 14.3634 20.9929 10.7586 -0.36 -1.11 1.80 -0.453
C 13.8176 19.6272 11.1164 -1.10 -2.84 0.17 0.002
N 13.3733 18.5626 11.3940 1.59 3.81 -0.97 -0.059
H 11.8471 22.2786 8.6769 0.39 -0.08 -0.38 0.374
H 11.8557 22.2967 10.3562 0.28 -0.23 0.43 0.379
H 11.7654 20.7488 9.4841 0.04 -0.08 0.26 0.159
H 14.1469 22.6351 9.3830 0.51 -0.25 -0.14 0.370
H 14.1045 20.9386 8.7164 -0.03 0.48 -0.53 0.138
H 14.1569 21.5219 11.6891 -0.24 0.62 -0.09 0.295
H 15.4498 20.9149 10.8008 0.05 -0.16 -0.49 0.378
C 20.0860 20.3172 14.6903 -0.09 -0.58 -0.64 -1.386
C 19.4912 18.9078 14.3776 -0.88 1.15 1.18 -0.387
C 18.2783 18.9138 13.3961 0.73 0.42 0.23 0.876
C 17.1032 19.7166 13.8301 0.11 -0.06 -0.05 0.069
N 16.1683 20.3400 14.0965 0.62 -0.32 -0.17 -0.502
H 19.4233 20.9951 15.2282 -0.26 -0.25 0.03 0.329
H 20.3585 20.8255 13.7654 0.14 0.06 -0.10 0.327
H 20.9918 20.2076 15.2868 -0.02 -0.04 -0.01 0.404
H 19.0846 18.5443 15.3212 0.20 -0.34 0.06 0.255
H 20.2875 18.2221 14.0880 -0.34 -0.03 -0.41 0.332
H 17.9468 17.8943 13.1987 0.00 0.00 0.05 -0.527
H 18.6144 19.3508 12.4559 -0.18 -0.07 -0.22 0.298
C 15.5367 12.2446 9.9812 -0.05 -0.35 0.34 -0.539
C 16.6713 11.2732 10.3200 0.40 -0.18 -1.35 -0.570
C 18.0765 11.6542 9.7361 -0.50 -0.90 1.24 0.008
C 18.1843 11.7055 8.2722 0.09 0.71 -1.81 0.144
N 18.2857 11.7846 7.1096 -0.30 -0.22 2.45 -0.556
H 15.6229 13.1856 10.5245 -0.03 -0.04 0.02 0.311
H 14.5762 11.7821 10.2084 -0.07 0.07 0.38 -0.154
H 15.4401 12.4854 8.9225 0.50 -0.04 -0.14 0.479
H 16.4598 10.2856 9.9101 -0.32 -0.03 -0.28 0.478
H 16.8045 11.0382 11.3760 -0.08 0.66 0.18 0.128
H 18.6980 10.8324 10.0917 0.37 -0.05 -0.28 0.465
H 18.4703 12.5077 10.2878 0.03 0.28 -0.65 -0.305
C 12.1134 18.1076 7.9704 -0.02 -0.64 0.32 -0.626
C 12.7060 17.2406 6.8590 0.11 0.38 0.01 -0.414
C 12.6233 15.7133 7.0734 0.72 0.49 0.67 -0.548
C 13.2700 15.2898 8.3457 -0.28 -0.19 0.74 0.066
N 13.7069 14.9398 9.3599 -0.29 0.57 -1.09 -0.089
H 12.3260 19.1659 7.8188 -0.06 -0.05 -0.15 0.371
H 12.5780 17.8107 8.9107 0.09 0.15 0.17 -0.069
H 11.0432 17.9696 8.1247 -0.12 0.03 -0.25 0.283
H 13.7458 17.5590 6.7840 0.14 -0.30 -0.16 -0.002
H 12.2589 17.4608 5.8897 -0.12 -0.03 0.00 0.454
H 13.1845 15.1981 6.2938 -0.30 -0.05 -0.21 0.389
H 11.5777 15.4054 7.0839 0.07 -0.24 0.01 0.376
C 11.9111 12.9660 16.6793 0.41 0.18 -0.05 -0.746
C 10.7522 13.8308 16.1739 -0.15 -1.31 -0.06 -0.687
C 11.1452 14.9691 15.2296 -0.15 -0.40 0.23 0.142
C 11.9234 14.4814 14.0784 0.82 -0.19 -0.48 -0.114
N 12.5170 14.0732 13.1708 -0.60 0.46 0.92 -0.038
H 11.5963 12.4315 17.5756 0.17 0.13 0.08 0.407
H 12.7898 13.5787 16.8806 0.02 0.07 0.41 0.249
H 12.2758 12.2030 15.9915 -0.31 0.09 -0.35 -0.029
H 10.2333 14.1958 17.0602 -0.05 0.45 -0.23 0.405
H 10.0659 13.1390 15.6854 -0.27 0.19 -0.15 0.313
H 11.6810 15.6788 15.8599 0.39 0.27 -0.61 0.151
H 10.2715 15.4555 14.7958 -0.11 0.13 0.21 0.107